Record 1
Molecular formula: C6H12O
Method: DFT, ωB97M-V with the def2-TZVPD basis set

Atoms and positions in Å:
C -1.404 1.617 1.083
C -0.360 0.626 0.653
C -0.493 -0.694 0.688
C -1.770 -1.401 1.004
C 2.003 0.696 -0.246
C 0.993 1.194 0.454
H -1.135 2.618 0.742
H -1.398 1.689 2.179
H -2.423 1.408 0.777
H 0.386 -1.281 0.468
H -2.112 -1.950 0.123
H -2.561 -0.692 1.234
H -1.739 -2.123 1.825
H 1.930 -0.262 -0.743
H 2.997 1.131 -0.219
H 1.104 2.204 0.832
H 2.063 -1.297 -2.794
H 0.889 -1.969 -3.494
O 1.110 -1.449 -2.715

**HOMO-LUMO gap**: 9.06 eV
**Energy above the lowest of the compared OMol25 structures with the same formula, charge and spin**: 153.3 kJ/mol
**Net charge**: 0
**E_LUMO**: 0.8 eV

Atomic partial charges in e from the Löwdin method, atoms 1 to 4: -0.07 -0.31 -0.12 -0.09

Record 2
Molecular formula: C24H52N3O3PS2
Method: DFT, ωB97M-V with the def2-TZVPD basis set

Atoms and positions in Å:
C 0.190 -0.063 4.619
C 1.286 -0.385 3.575
C 1.954 0.909 3.133
C 3.099 0.682 2.139
N 2.853 1.341 0.836
C 2.617 2.790 0.974
C 1.193 3.213 0.497
C 0.506 2.133 -0.329
C -0.304 1.122 0.502
C -1.789 1.014 0.116
O -1.822 0.699 -1.274
C -2.696 1.414 -2.133
N -4.108 1.211 -1.819
C -2.425 0.864 -3.547
C -1.214 1.509 -4.247
C 0.150 1.185 -3.629
O 1.061 0.814 -4.681
P -2.546 2.614 0.652
O -2.021 3.845 0.014
C -2.356 -0.128 1.039
C -3.880 -0.313 0.991
C -4.297 -1.317 2.074
N -1.583 -1.362 0.879
C -1.968 -2.253 -0.208
C -0.753 -2.985 -0.843
C -0.255 -2.316 -2.125
C 0.409 -3.177 0.125
C 3.778 1.042 -0.127
S 3.702 1.635 -1.647
S 5.121 -0.095 0.251
C 4.715 -1.386 -0.964
C 3.340 -2.009 -0.735
C 3.379 -3.070 0.391
H -0.757 -0.530 4.371
H 0.022 1.011 4.636
H 0.511 -0.338 5.613
H 2.035 -0.980 4.090
H 0.881 -0.933 2.729
H 1.226 1.632 2.787
H 2.398 1.338 4.030
H 4.048 1.017 2.549
H 3.186 -0.383 1.987
H 2.720 3.122 2.003
H 3.329 3.368 0.403
H 0.590 3.395 1.386
H 1.227 4.151 -0.041
H -0.146 2.606 -1.050
H 1.214 1.572 -0.916
H 0.161 0.150 0.387
H -0.281 1.365 1.563
H -2.456 2.471 -2.201
H -4.528 2.105 -1.601
H -4.598 0.781 -2.589
H -2.201 -0.197 -3.502
H -3.272 1.063 -4.195
H -1.369 2.572 -4.403
H -1.196 1.068 -5.240
H 0.094 0.409 -2.879
H 0.558 2.101 -3.223
H 1.342 -0.102 -4.541
H -3.944 2.561 0.490
H -2.307 2.651 2.046
H -2.141 0.220 2.050
H -4.235 -0.644 0.029
H -4.384 0.607 1.263
H -5.376 -1.436 2.088
H -3.816 -2.281 1.951
H -3.995 -0.943 3.051
H -1.625 -1.836 1.771
H -2.503 -1.738 -0.994
H -2.617 -3.048 0.167
H -1.108 -3.979 -1.103
H -1.090 -1.927 -2.692
H 0.256 -3.071 -2.717
H 0.485 -1.550 -1.905
H 0.651 -2.278 0.678
H 0.281 -4.029 0.784
H 1.295 -3.409 -0.467
H 5.480 -2.152 -0.967
H 4.715 -0.900 -1.934
H 3.103 -2.554 -1.645
H 2.577 -1.262 -0.544
H 2.777 -3.931 0.127
H 4.399 -3.422 0.480
H 3.048 -2.661 1.338

**HOMO-LUMO gap**: 8.24 eV
**Net charge**: 0
**E_LUMO**: 0.3 eV

Atomic partial charges in e from the Löwdin method, atoms 1 to 4: -0.09 -0.24 -0.20 -0.20

Record 3
Molecular formula: C28H54OsP2Si
Method: DFT, ωB97M-V with the def2-TZVPD basis set

Atoms and positions in Å:
Os -0.490 -1.105 -2.651
C -0.287 -2.740 1.846
C 1.108 -2.840 1.510
C 0.929 -1.416 3.312
C -0.387 -1.888 2.984
C 1.839 -1.980 2.369
C -1.430 -3.516 1.314
H -1.123 -4.153 0.479
H -2.265 -2.887 0.962
H -1.806 -4.159 2.124
C -1.639 -1.510 3.704
H -2.536 -1.938 3.220
H -1.814 -0.414 3.787
H -1.583 -1.916 4.736
C 1.229 -0.378 4.341
H 1.381 -0.765 5.388
H 0.429 0.397 4.376
H 2.151 0.174 4.069
C 3.272 -1.610 2.217
H 3.982 -2.187 2.837
H 3.377 -0.541 2.472
H 3.567 -1.755 1.171
C 1.723 -3.685 0.447
H 2.388 -4.472 0.874
H 2.364 -3.099 -0.245
H 0.984 -4.221 -0.175
C -1.627 0.150 -3.724
C -1.832 -1.239 -4.083
C -1.052 -1.906 -5.202
C 0.531 -1.937 -5.030
C 1.114 -1.407 -3.766
C 0.994 0.018 -3.377
C 0.648 1.059 -4.465
C -0.891 1.081 -4.671
H -1.261 -1.450 -6.195
H 0.967 -1.455 -5.904
H -1.315 -2.980 -5.323
H -1.156 0.737 -5.685
H -2.415 0.793 -3.157
H -2.856 -1.658 -3.933
H -1.300 2.110 -4.488
H 0.981 2.066 -4.176
H 1.640 0.476 -2.570
H 1.168 0.880 -5.421
H 0.886 -2.968 -5.120
H 2.038 -1.855 -3.358
P -1.254 0.783 -1.194
P 1.764 1.419 0.471
C -0.390 2.515 -1.385
C 1.008 2.672 -0.712
H -1.143 3.108 -0.833
H -0.353 2.962 -2.401
H 1.781 2.939 -1.460
H 0.851 3.509 -0.003
C 3.028 2.403 1.301
H 3.457 1.782 2.087
H 2.615 3.302 1.745
H 3.794 2.638 0.558
C 2.977 0.514 -0.592
H 3.348 1.188 -1.383
H 2.562 -0.393 -1.060
H 3.837 0.221 0.029
C -3.165 0.344 -1.033
H -3.140 -0.674 -0.606
H -3.826 0.314 -1.926
H -3.530 1.058 -0.270
C -0.809 -2.985 -1.823
H -0.146 -2.974 -0.921
H -0.546 -3.869 -2.425
H -1.854 -3.167 -1.542
C -2.288 4.093 2.231
Si -1.299 2.640 2.894
C 0.449 3.200 3.305
C -2.073 2.020 4.505
C -1.305 1.509 1.385
H -2.283 4.936 2.931
H -3.330 3.803 2.055
H -1.873 4.441 1.280
H 0.477 3.690 4.290
H 1.170 2.370 3.330
H 0.799 3.943 2.577
H -3.012 1.471 4.332
H -1.411 1.375 5.104
H -2.316 2.894 5.136
H -0.947 0.444 1.435
H -2.251 1.650 0.770

**HOMO-LUMO gap (alpha / beta)**: 6.91 / 5.46 eV
**Energy above the lowest of the compared OMol25 structures with the same formula, charge and spin**: 271.1 kJ/mol
**Spin multiplicity**: 5
**Net charge**: +2
**E_LUMO (alpha / beta)**: -6.4 / -8.0 eV

Atomic partial charges in e from the Löwdin method, atoms 1 to 4: 1.31 -0.11 -0.11 -0.11

Record 4
Molecular formula: C4H15NO2
Method: DFT, ωB97M-V with the def2-TZVPD basis set

Atoms and positions in Å:
C 0.008 0.329 -1.759
C 0.897 -0.036 -0.533
N 0.130 -0.753 0.483
C 0.710 -1.934 1.105
C -0.651 0.138 1.335
H 0.212 -0.399 -2.543
H -1.061 0.431 -1.661
H 0.431 1.268 -2.155
H 1.403 0.845 -0.150
H 1.735 -0.703 -0.826
H 1.781 -1.923 1.386
H 0.577 -2.673 0.275
H 0.124 -2.299 1.927
H -0.104 1.050 1.673
H -1.518 0.543 0.763
H -0.911 -0.365 2.265
H 1.028 3.481 -0.680
H 1.039 2.348 0.281
O 1.378 3.250 0.188
H -2.549 -0.659 0.303
H -2.021 -1.294 -1.021
O -2.638 -0.645 -0.657

**HOMO-LUMO gap**: 9.21 eV
**Energy above the lowest of the compared OMol25 structures with the same formula, charge and spin**: 205.5 kJ/mol
**Net charge**: 0
**E_LUMO**: 0.7 eV

Atomic partial charges in e from the Löwdin method, atoms 1 to 4: -0.07 -0.23 -0.30 -0.09

Record 5
Molecular formula: C9H9N3O
Method: DFT, ωB97M-V with the def2-TZVPD basis set

Atoms and positions in Å:
C 1.428 2.142 -0.095
C -3.046 0.390 -0.427
C -2.406 0.027 -1.591
C -2.305 0.807 0.694
C -1.026 0.207 -1.716
C -0.904 0.886 0.612
C -0.235 0.575 -0.582
C 2.968 -0.162 0.562
C 1.152 0.929 -0.868
N 1.741 3.149 0.379
N 3.827 -1.056 1.040
N 2.201 -0.246 -0.507
O 2.047 -1.326 -1.194
H -4.176 0.342 -0.366
H -3.037 -0.165 -2.376
H -2.887 1.144 1.542
H -0.547 0.118 -2.762
H -0.436 1.352 1.475
H 2.902 0.709 1.181
H 1.215 0.995 -1.986
H 4.710 -0.751 1.349
H 4.135 -1.791 0.347

**HOMO-LUMO gap**: 8.65 eV
**Energy above the lowest of the compared OMol25 structures with the same formula, charge and spin**: 321.0 kJ/mol
**Net charge**: 0
**E_LUMO**: 0.6 eV

Atomic partial charges in e from the Löwdin method, atoms 1 to 4: -0.19 -0.09 -0.09 -0.07

Record 6
Molecular formula: C3H10OS
Method: DFT, ωB97M-V with the def2-TZVPD basis set

Atoms and positions in Å:
C -0.698 0.952 3.572
O 0.038 1.086 2.368
H -1.396 1.775 3.727
H -1.189 -0.002 3.691
H -0.015 0.987 4.429
H -0.564 1.256 1.655
C -0.724 -0.478 -1.310
S 0.694 -1.531 -1.447
C 1.635 -0.938 -2.887
H -0.828 0.228 -2.144
H -0.825 0.094 -0.389
H -1.586 -1.121 -1.481
H 1.142 -1.227 -3.824
H 1.639 0.152 -2.936
H 2.677 -1.232 -3.027

**HOMO-LUMO gap**: 9.26 eV
**Energy above the lowest of the compared OMol25 structures with the same formula, charge and spin**: 105.6 kJ/mol
**Net charge**: 0
**E_LUMO**: 0.8 eV

Atomic partial charges in e from the Löwdin method, atoms 1 to 4: -0.17 -0.11 0.08 0.07